# 1
The following is a DFT calculation (wB97M-V/def2-TZVPD) of a cluster of 2 separate species, C4H7NO2 in total at a distorted geometry.

CARTESIAN COORDINATES (ANGSTROEM)
H: 2.01 2.28 -0.59
N: 1.18 1.71 -0.59
C: 0.97 0.84 0.29
O: 0.41 -0.53 -0.13
C: 0.89 -1.37 -1.19
H: 1.54 0.66 1.20
H: 0.34 -0.88 -2.01
H: 0.52 -2.36 -1.48
H: 1.87 -1.71 -0.85
C: -1.74 0.83 1.07
C: -1.64 -0.55 0.97
O: -2.18 -1.59 1.13
H: -2.07 1.31 1.98
H: -2.08 1.35 0.19

For the HOMO energy, the calculation gives -8.22 eV. Its gap between HOMO and LUMO is 8.818 eV. The total energy comes out at -361.6322 hartree. The SMILES is [H]/N=C/OC.C=C=O.



# 2
The following is a DFT calculation (wB97M-V/def2-TZVPD) of an isolated molecule of C4H7NO2.

CARTESIAN COORDINATES (ANGSTROEM)
H: -1.28 1.82 1.09
N: -0.54 1.14 1.26
C: -0.76 0.09 0.58
C: -1.84 -0.21 -0.41
O: 0.13 -0.96 0.60
C: 1.50 -0.61 0.48
C: 1.68 0.23 -0.77
O: 2.20 1.31 -0.80
H: -2.67 0.49 -0.35
H: -1.38 -0.15 -1.41
H: -2.19 -1.24 -0.28
H: 1.90 -0.10 1.36
H: 2.00 -1.57 0.34
H: 1.26 -0.24 -1.69

For the HOMO energy, the calculation gives -9.93 eV. Its gap between HOMO and LUMO is 10.689 eV. The total energy comes out at -361.8156 hartree. The SMILES is [H]/N=C(\C)OCC=O.



# 3
The following is a DFT calculation (wB97M-V/def2-TZVPD) of an isolated molecule of C4H7NO2 at a distorted geometry.

CARTESIAN COORDINATES (ANGSTROEM)
C: 1.95 1.02 0.58
C: 0.49 0.54 0.57
C: 0.09 -0.24 -0.64
O: 0.55 -0.05 -1.74
C: -1.14 -1.12 -0.32
N: -2.36 -0.69 -0.73
O: -0.97 -2.09 0.40
H: 2.61 0.21 0.27
H: 2.10 1.84 -0.12
H: 2.28 1.35 1.57
H: 0.22 0.02 1.49
H: -0.26 1.31 0.40
H: -2.46 0.04 -1.43
H: -3.11 -1.35 -0.60

For the HOMO energy, the calculation gives -9.51 eV. Its gap between HOMO and LUMO is 10.197 eV. The total energy comes out at -361.8555 hartree. The SMILES is CCC(=O)C(N)=O.



Energy relative to the best compared isomer or geometry (same formula, charge and spin): 652.7; 171.4; 66.7 (kJ/mol)